Record 1
Computed, not measured: a 2-piece molecular cluster, C24H24F3NO2S overall, with the ωB97M-V functional and the def2-TZVPD basis.

Values from the calculation:
E_HOMO = -6.08 eV
Lowest unoccupied orbital energy = -1.99 eV

CARTESIAN COORDINATES (ANGSTROEM)
C1 2.96 -0.43 2.48
N1 1.65 -0.80 1.95
C2 1.49 -2.20 1.56
C3 0.65 0.09 1.91
C4 -0.72 -0.18 2.22
C5 -1.19 -1.42 2.77
C6 -2.54 -1.68 2.87
C7 -3.49 -0.70 2.54
C8 -4.94 -1.04 2.55
C9 -3.04 0.58 2.18
C10 -1.69 0.84 2.05
H1 3.66 -1.24 2.24
H2 3.30 0.51 2.04
H3 2.93 -0.31 3.57
H4 2.47 -2.54 1.17
H5 1.24 -2.84 2.42
H6 0.73 -2.32 0.78
H7 0.95 1.14 1.83
H8 -0.47 -2.17 3.12
H9 -2.89 -2.65 3.21
H10 -5.54 -0.18 2.23
H11 -5.16 -1.89 1.89
H12 -5.27 -1.33 3.56
H13 -3.78 1.36 1.99
H14 -1.35 1.84 1.79
F1 -1.44 -4.36 -4.89
C11 -0.13 -4.24 -4.52
F2 0.18 -5.37 -3.81
F3 0.61 -4.27 -5.68
C12 0.12 -2.98 -3.73
C13 1.09 -2.96 -2.73
C14 1.22 -1.84 -1.93
C15 0.40 -0.67 -2.11
C16 0.51 0.45 -1.25
S1 -0.04 2.00 -1.79
C17 0.84 3.25 -0.85
C18 0.38 3.63 0.42
C19 1.06 4.61 1.15
C20 2.15 5.27 0.58
C21 2.57 4.94 -0.71
C22 1.93 3.92 -1.42
O1 0.37 2.29 -3.15
O2 -1.43 2.19 -1.43
C23 -0.53 -0.73 -3.20
C24 -0.65 -1.85 -4.01
H15 1.72 -3.83 -2.58
H16 1.98 -1.82 -1.14
H17 1.16 0.47 -0.38
H18 -0.51 3.16 0.82
H19 0.71 4.86 2.15
H20 2.66 6.05 1.14
H21 3.40 5.47 -1.18
H22 2.25 3.66 -2.42
H23 -1.18 0.12 -3.42
H24 -1.35 -1.86 -4.84

---

Record 2
Computed, not measured: C24H24F9NO2P2Ru as an isolated structure, with the ωB97M-V functional and the def2-TZVPD basis.

Values from the calculation:
Expectation value of S² = 8.81
Energy above the lowest of the compared OMol25 structures with the same formula, charge and spin = 0.0 kcal/mol
E_HOMO (alpha / beta) = -8.87 / -11.04 eV
Spin multiplicity = 6
Net charge = +1
Lowest unoccupied orbital energy (alpha / beta) = -2.16 / -6.14 eV

CARTESIAN COORDINATES (ANGSTROEM)
C1 -1.41 3.40 -3.56
C2 -1.16 2.09 -3.18
C3 0.12 1.57 -3.45
C4 1.13 2.28 -4.12
C5 0.83 3.63 -4.47
C6 -0.41 4.18 -4.16
C7 2.32 1.59 -4.42
C8 2.54 0.25 -4.10
C9 1.49 -0.46 -3.48
C10 1.54 -1.84 -3.21
C11 2.74 -2.51 -3.46
C12 3.84 -1.83 -4.00
C13 3.74 -0.49 -4.36
H1 -2.41 3.81 -3.38
H2 1.57 4.21 -5.02
H3 -0.64 5.22 -4.40
H4 3.10 2.13 -4.97
H5 2.80 -3.57 -3.22
H6 4.77 -2.38 -4.12
H7 4.57 0.01 -4.85
N1 0.39 0.26 -3.11
Ru1 -0.02 -0.25 0.16
C14 -2.20 1.24 -2.47
H8 -2.38 0.28 -2.97
H9 -3.16 1.78 -2.44
C15 0.32 -2.55 -2.62
H10 -0.61 -2.30 -3.15
H11 0.47 -3.65 -2.70
P1 -1.78 0.86 -0.69
P2 0.04 -2.23 -0.82
C16 1.41 -3.17 -0.08
H12 1.47 -2.91 0.99
H13 1.24 -4.25 -0.20
H14 2.35 -2.88 -0.58
C17 -1.47 -3.13 -0.39
H15 -1.29 -4.21 -0.45
H16 -1.75 -2.87 0.64
H17 -2.28 -2.84 -1.08
C18 -1.73 2.54 0.00
H18 -2.69 3.06 -0.16
H19 -1.49 2.48 1.07
H20 -0.94 3.10 -0.52
C19 -3.33 0.10 -0.11
H21 -3.25 -0.12 0.97
H22 -4.18 0.78 -0.28
H23 -3.50 -0.83 -0.65
C20 1.52 0.45 -0.51
O1 2.54 0.90 -0.87
H24 -0.39 -0.26 -2.76
F1 -2.10 1.57 3.54
C21 -1.76 0.28 3.74
F2 -1.93 -0.02 5.04
F3 -2.64 -0.47 3.01
C22 -0.31 0.03 3.21
O2 -0.32 0.47 1.91
C23 0.69 0.97 4.00
F4 0.57 0.82 5.35
F5 1.97 0.70 3.65
F6 0.44 2.26 3.69
C24 0.08 -1.46 3.43
F7 0.13 -1.76 4.75
F8 -0.81 -2.30 2.83
F9 1.30 -1.73 2.88

---

Record 3
Computed, not measured: an isolated molecule of C24H24N2O3, with the ωB97M-V functional and the def2-TZVPD basis.

Values from the calculation:
Energy above the lowest of the compared OMol25 structures with the same formula, charge and spin = 21.3 kcal/mol
E_HOMO = -8.13 eV
Lowest unoccupied orbital energy = 0.58 eV

CARTESIAN COORDINATES (ANGSTROEM)
C1 3.99 -1.34 -4.07
O1 3.08 -2.38 -3.81
C2 2.47 -2.41 -2.59
C3 1.56 -3.45 -2.40
C4 0.88 -3.57 -1.20
C5 1.10 -2.67 -0.17
C6 0.33 -2.79 1.11
C7 -1.11 -2.31 0.95
O2 -2.06 -2.94 1.36
N1 -1.18 -1.11 0.31
C8 -2.30 -0.38 -0.06
C9 -3.59 -0.89 0.05
C10 -4.68 -0.16 -0.39
C11 -4.50 1.09 -0.94
C12 -3.23 1.63 -1.02
C13 -2.12 0.92 -0.57
C14 -0.77 1.54 -0.59
O3 0.27 0.89 -0.68
N2 -0.74 2.89 -0.48
C15 0.48 3.58 -0.14
C16 0.56 3.82 1.38
C17 0.41 2.52 2.12
C18 -0.85 2.05 2.47
C19 -1.00 0.82 3.09
C20 0.11 0.04 3.36
C21 1.37 0.50 3.01
C22 1.52 1.72 2.38
C23 2.01 -1.64 -0.36
C24 2.70 -1.51 -1.56
H1 3.51 -0.36 -4.00
H2 4.85 -1.37 -3.40
H3 4.33 -1.49 -5.10
H4 1.39 -4.15 -3.21
H5 0.17 -4.37 -1.07
H6 0.29 -3.82 1.46
H7 0.79 -2.18 1.89
H8 -0.30 -0.67 0.03
H9 -3.72 -1.88 0.46
H10 -5.67 -0.59 -0.30
H11 -5.35 1.65 -1.31
H12 -3.10 2.60 -1.48
H13 -1.60 3.37 -0.26
H14 0.53 4.53 -0.68
H15 1.30 2.93 -0.45
H16 -0.24 4.51 1.68
H17 1.52 4.28 1.61
H18 -1.72 2.65 2.28
H19 -1.99 0.47 3.35
H20 -0.01 -0.91 3.86
H21 2.24 -0.10 3.22
H22 2.50 2.07 2.10
H23 2.20 -0.93 0.42
H24 3.40 -0.70 -1.67

---

Record 4
Computed, not measured: C24H24N2O3SW as an isolated structure, with the ωB97M-V functional and the def2-TZVPD basis.

Values from the calculation:
E_HOMO (alpha / beta) = -18.56 / -18.56 eV
Net charge = +4
Lowest unoccupied orbital energy (alpha / beta) = -16.03 / -16.03 eV

CARTESIAN COORDINATES (ANGSTROEM)
W1 -0.97 -1.48 -1.17
O1 -1.76 -2.90 -0.07
C1 -3.01 -3.45 -0.09
C2 -3.28 -4.36 0.91
C3 -4.55 -4.90 1.11
C4 -5.51 -4.69 0.10
C5 -5.22 -3.75 -0.91
C6 -3.98 -3.11 -1.04
C7 -3.80 -2.17 -2.13
N1 -2.74 -1.45 -2.42
C8 -2.74 -0.73 -3.67
C9 -1.31 -0.40 -4.14
N2 -0.40 -0.61 -3.04
C10 0.76 0.02 -3.14
C11 1.94 -0.66 -2.73
C12 3.23 -0.09 -2.89
C13 4.37 -0.72 -2.43
C14 4.32 -2.03 -2.04
C15 3.09 -2.63 -1.91
C16 1.92 -1.94 -2.15
O2 0.73 -2.47 -1.74
H1 -2.44 -4.67 1.56
H2 -4.77 -5.50 2.01
H3 -6.47 -5.19 0.17
H4 -6.00 -3.53 -1.63
H5 -4.65 -2.11 -2.80
H6 -3.23 0.25 -3.47
H7 -3.26 -1.28 -4.45
H8 -1.34 0.66 -4.56
H9 -1.00 -1.05 -4.97
H10 0.93 1.06 -3.40
H11 3.28 0.82 -3.44
H12 5.32 -0.32 -2.67
H13 5.19 -2.50 -1.66
H14 2.97 -3.63 -1.53
C17 -1.14 4.84 3.63
C18 0.21 4.28 3.38
C19 0.61 3.84 2.11
C20 1.95 3.38 1.92
C21 2.88 3.47 2.95
C22 2.47 3.90 4.25
C23 1.16 4.26 4.42
S1 4.47 2.91 2.52
C24 5.13 2.65 4.16
O3 -1.01 -0.04 -0.20
H15 -1.80 4.14 4.12
H16 -1.62 5.19 2.71
H17 -1.03 5.57 4.41
H18 -0.12 3.81 1.31
H19 2.30 3.01 0.95
H20 3.24 3.98 5.05
H21 0.85 4.75 5.30
H22 5.84 3.42 4.43
H23 5.66 1.66 4.09
H24 4.35 2.47 4.89

---

Please write out number 1 again, unchanged.
Computed, not measured: a 2-piece molecular cluster, C24H24F3NO2S overall, with the ωB97M-V functional and the def2-TZVPD basis.

Values from the calculation:
E_HOMO = -6.08 eV
Lowest unoccupied orbital energy = -1.99 eV

CARTESIAN COORDINATES (ANGSTROEM)
C1 2.96 -0.43 2.48
N1 1.65 -0.80 1.95
C2 1.49 -2.20 1.56
C3 0.65 0.09 1.91
C4 -0.72 -0.18 2.22
C5 -1.19 -1.42 2.77
C6 -2.54 -1.68 2.87
C7 -3.49 -0.70 2.54
C8 -4.94 -1.04 2.55
C9 -3.04 0.58 2.18
C10 -1.69 0.84 2.05
H1 3.66 -1.24 2.24
H2 3.30 0.51 2.04
H3 2.93 -0.31 3.57
H4 2.47 -2.54 1.17
H5 1.24 -2.84 2.42
H6 0.73 -2.32 0.78
H7 0.95 1.14 1.83
H8 -0.47 -2.17 3.12
H9 -2.89 -2.65 3.21
H10 -5.54 -0.18 2.23
H11 -5.16 -1.89 1.89
H12 -5.27 -1.33 3.56
H13 -3.78 1.36 1.99
H14 -1.35 1.84 1.79
F1 -1.44 -4.36 -4.89
C11 -0.13 -4.24 -4.52
F2 0.18 -5.37 -3.81
F3 0.61 -4.27 -5.68
C12 0.12 -2.98 -3.73
C13 1.09 -2.96 -2.73
C14 1.22 -1.84 -1.93
C15 0.40 -0.67 -2.11
C16 0.51 0.45 -1.25
S1 -0.04 2.00 -1.79
C17 0.84 3.25 -0.85
C18 0.38 3.63 0.42
C19 1.06 4.61 1.15
C20 2.15 5.27 0.58
C21 2.57 4.94 -0.71
C22 1.93 3.92 -1.42
O1 0.37 2.29 -3.15
O2 -1.43 2.19 -1.43
C23 -0.53 -0.73 -3.20
C24 -0.65 -1.85 -4.01
H15 1.72 -3.83 -2.58
H16 1.98 -1.82 -1.14
H17 1.16 0.47 -0.38
H18 -0.51 3.16 0.82
H19 0.71 4.86 2.15
H20 2.66 6.05 1.14
H21 3.40 5.47 -1.18
H22 2.25 3.66 -2.42
H23 -1.18 0.12 -3.42
H24 -1.35 -1.86 -4.84

---

- Number 4 is which compound?
  C24H24N2O3SW